Below is 2 unconnected molecules or ions with the total composition C22H23Cl2Si in a non-equilibrium geometry, with properties calculated with ωB97M-V/def2-TZVPD.

The value obtained for the energy above the lowest of the compared OMol25 structures with the same formula, charge and spin is 0.695 eV. The net charge is +1. For the HOMO-LUMO gap, the calculation gives 5.969 eV.

CARTESIAN COORDINATES (ANGSTROEM)
Cl 0.652272 -4.548324 4.596244
C 0.673335 -2.939193 4.006587
C -0.197282 -1.996515 4.601650
C -0.162905 -0.673075 4.134795
C 0.698167 -0.244975 3.092861
C 0.814391 1.303861 2.940761
C 1.691595 2.133004 1.963607
C 1.408462 3.512810 1.872412
C 2.278353 4.401451 1.231998
C 3.478605 3.901527 0.676188
Cl 4.489471 4.984398 -0.196922
C 3.703498 2.517557 0.631499
C 2.797562 1.640713 1.273965
C 1.351199 -1.255965 2.374468
C 1.361559 -2.599917 2.829455
H -0.840000 -2.270027 5.449579
H -0.847327 0.068545 4.567585
H 1.064809 1.625094 3.975115
H 0.462075 3.858277 2.318444
H 2.027029 5.464547 1.214997
H 4.633578 2.149000 0.192624
H 2.971551 0.564658 1.284708
H 1.864192 -1.041399 1.438706
H 2.000599 -3.350360 2.365290
C -0.748316 1.722210 -2.148290
Si -1.624152 0.130841 -1.698613
C -3.209783 0.194418 -0.694778
C -0.492531 -1.303740 -1.322982
C -1.085296 -1.727976 -2.672597
C -0.447537 -1.363244 -3.900689
C -1.078468 -1.604517 -5.121093
C -2.278545 -2.347993 -5.155433
C -2.894429 -2.772115 -3.957179
C -2.266319 -2.534865 -2.734805
H -0.181434 1.677833 2.821755
H -0.970536 1.699380 -3.235200
H -1.123177 2.687734 -1.771214
H 0.343011 1.765558 -1.993244
H -3.906065 -0.074659 -1.513185
H -3.321483 -0.530672 0.129164
H -3.570091 1.151041 -0.278942
H 0.574790 -1.051628 -1.348145
H -0.791686 -1.925786 -0.470314
H 0.518424 -0.859284 -3.823816
H -0.603406 -1.266715 -6.056943
H -2.721250 -2.621252 -6.120023
H -3.836459 -3.344894 -3.984593
H -2.660053 -2.905369 -1.785455

Cartesian forces (eV/Å) of the 2 atoms listed first:
Cl 0.2 -0.4 0.1
C -0.9 1.2 -0.9

Need the Löwdin charges? In units of e they are: number 1, Cl, carries 0.6905; number 2, C, carries -0.6942; number 3, C, carries -0.0932; number 4, C, carries -0.0521; number 5, C, carries -0.1948; number 6, C, carries -0.0863; number 7, C, carries -0.2093; number 8, C, carries -0.0515; number 9, C, carries -0.0964; number 10, C, carries -0.6853; number 11, Cl, carries 0.6843; number 12, C, carries -0.0909; number 13, C, carries -0.0397; number 14, C, carries -0.0530; number 15, C, carries -0.0940; number 16, H, carries 0.1123; number 17, H, carries 0.1192; number 18, H, carries 0.1369; number 19, H, carries 0.1189; number 20, H, carries 0.1094; number 21, H, carries 0.1082; number 22, H, carries 0.0872; number 23, H, carries 0.0837; number 24, H, carries 0.1055; number 25, C, carries -0.1484; number 26, Si, carries 0.8612; number 27, C, carries -0.1510; number 28, C, carries -0.1643; number 29, C, carries -0.3737; number 30, C, carries -0.0299; number 31, C, carries -0.0405; number 32, C, carries -0.0277; number 33, C, carries -0.0397; number 34, C, carries -0.0278; number 35, H, carries 0.0927; number 36, H, carries 0.0374; number 37, H, carries 0.0563; number 38, H, carries 0.0569; number 39, H, carries 0.0361; number 40, H, carries 0.0574; number 41, H, carries 0.0558; number 42, H, carries 0.0945; number 43, H, carries 0.0971; number 44, H, carries 0.1325; number 45, H, carries 0.1269; number 46, H, carries 0.1227; number 47, H, carries 0.1271; number 48, H, carries 0.1327

***

Below is a molecular structure, C22H14CrN5O3S, with properties calculated with ωB97M-V/def2-TZVPD.

The value obtained for the energy above the lowest of the compared OMol25 structures with the same formula, charge and spin is 0.000 eV. Its spin multiplicity is 2. Its expectation value of S² is 0.76. For the HOMO-LUMO gap (spin up / spin down), the calculation gives 6.986 / 7.033 eV.

CARTESIAN COORDINATES (ANGSTROEM)
Cr -0.112074 1.359020 1.078776
O -4.173758 1.426129 -0.688889
C -3.801969 1.936624 -1.875007
C -4.817515 2.164570 -2.806062
C -4.521987 2.679515 -4.048538
C -3.206218 2.981237 -4.401177
C -2.199145 2.756430 -3.491425
C -2.470609 2.234612 -2.218635
C -1.361430 2.008392 -1.287265
O -1.633688 1.593164 -0.077133
N -0.127266 2.207778 -1.696598
N 0.713177 1.932964 -0.661749
C 1.976811 2.058763 -0.784777
C 2.735628 1.735178 0.418890
C 4.118507 1.730451 0.491865
C 4.719695 1.368221 1.685571
C 3.922302 1.019805 2.763714
C 2.545154 1.054740 2.616358
N 1.963853 1.414259 1.475193
H -3.372949 1.319606 -0.143299
H -5.831595 1.923073 -2.517799
H -5.322928 2.849744 -4.756863
H -2.979805 3.387326 -5.377239
H -1.171042 2.980517 -3.737274
H 2.430098 2.381587 -1.714813
H 4.701997 1.998952 -0.377991
H 5.797782 1.354401 1.772015
H 4.351753 0.725871 3.710289
H 1.876060 0.793781 3.424963
N 0.838893 -8.567140 1.223181
C 0.718070 -7.424346 1.202462
C 0.566903 -5.994828 1.175998
C 1.124062 -5.257793 0.132797
C 0.988001 -3.883676 0.112755
C 0.290958 -3.222937 1.128911
C -0.269899 -3.972978 2.166449
C -0.132352 -5.347160 2.192367
C 0.165809 -1.797352 1.112228
C 0.061002 -0.586214 1.095944
H 1.663506 -5.768118 -0.653494
H 1.420291 -3.304031 -0.691254
H -0.811884 -3.462507 2.950490
H -0.563776 -5.927332 2.996663
O -0.168650 3.777754 1.338890
S -0.331281 3.420665 2.776522
N -0.308492 1.941284 2.963990

Cartesian forces (eV/Å) of the 2 atoms listed first:
Cr 0.3 0.2 0.0
O 0.0 0.0 0.0

Need the Löwdin charges? In units of e they are: number 1, Cr, carries 0.6722; number 2, O, carries 0.0837; number 3, C, carries -0.2513; number 4, C, carries -0.0094; number 5, C, carries -0.0737; number 6, C, carries -0.0886; number 7, C, carries -0.0267; number 8, C, carries -0.0748; number 9, C, carries -0.3626; number 10, O, carries -0.1518; number 11, N, carries 0.1101; number 12, N, carries -0.0894; number 13, C, carries -0.0108; number 14, C, carries -0.2220; number 15, C, carries 0.0015; number 16, C, carries -0.0413; number 17, C, carries -0.0282; number 18, C, carries -0.0930; number 19, N, carries 0.0125; number 20, H, carries 0.0822; number 21, H, carries 0.1196; number 22, H, carries 0.1057; number 23, H, carries 0.0998; number 24, H, carries 0.1076; number 25, H, carries 0.1427; number 26, H, carries 0.1206; number 27, H, carries 0.1146; number 28, H, carries 0.1127; number 29, H, carries 0.1116; number 30, N, carries 0.1520; number 31, C, carries -0.1870; number 32, C, carries -0.2367; number 33, C, carries -0.0255; number 34, C, carries -0.0213; number 35, C, carries -0.2452; number 36, C, carries -0.0190; number 37, C, carries -0.0240; number 38, C, carries -0.0939; number 39, C, carries -0.0576; number 40, H, carries 0.1194; number 41, H, carries 0.1179; number 42, H, carries 0.1198; number 43, H, carries 0.1198; number 44, O, carries -0.5496; number 45, S, carries 0.8148; number 46, N, carries -0.4571